Record 1
This record from the Open Molecules 2025 dataset describes C35H52B2F8N9O7S5Y as an isolated structure. The level of theory is wB97M-V/def2-TZVPD.

Last column: Mulliken charge in e.
Cartesian coordinates (Å):
1 Y 2.167 0.181 -2.516  0.28
2 C -2.427 -3.244 -1.713  -1.82
3 C -1.994 -2.532 -0.469  -0.04
4 C -2.301 -3.001 0.766  -0.53
5 C -1.889 -2.307 1.931  0.11
6 N -1.230 -1.194 1.838  -0.69
7 N -0.949 -0.709 0.620  0.86
8 B -0.113 0.629 0.603  -1.02
9 N 0.261 1.080 2.082  0.44
10 N -0.830 1.548 2.703  0.06
11 C -0.713 2.197 3.819  -0.29
12 C 0.564 2.437 4.373  -0.78
13 C 1.678 1.944 3.776  0.31
14 C 3.047 2.211 4.327  -2.08
15 C 1.512 1.185 2.573  1.54
16 S 2.897 0.459 1.849  -0.56
17 C -2.023 2.719 4.406  2.54
18 C -2.561 3.798 3.453  -1.33
19 C -1.818 3.314 5.797  -2.37
20 C -3.033 1.568 4.486  -0.86
21 N -0.995 1.742 -0.046  0.18
22 N -2.306 1.510 0.195  0.49
23 C -3.200 2.234 -0.382  -0.04
24 C -2.825 3.266 -1.288  -0.99
25 C -1.525 3.526 -1.529  0.33
26 C -1.099 4.574 -2.509  -1.78
27 C -0.518 2.745 -0.833  0.95
28 S 1.121 3.087 -1.024  -0.50
29 C -4.660 1.925 -0.089  2.62
30 C -5.284 3.122 0.642  -1.66
31 C -4.789 0.675 0.781  -1.67
32 C -5.394 1.684 -1.419  -1.90
33 C -1.243 -1.307 -0.555  1.27
34 S -0.857 -0.612 -2.065  -0.33
35 C -2.182 -2.846 3.326  2.06
36 C -1.722 -1.858 4.400  -1.71
37 C -1.427 -4.172 3.501  -1.82
38 C -3.691 -3.082 3.473  -1.64
39 H -2.937 -4.175 -1.464  0.44
40 H -1.568 -3.450 -2.355  0.27
41 H -3.093 -2.609 -2.301  0.32
42 H -2.874 -3.917 0.862  0.42
43 H 0.665 3.020 5.281  0.52
44 H 2.980 2.598 5.343  0.39
45 H 3.560 2.949 3.702  0.35
46 H 3.662 1.311 4.324  0.43
47 H -1.858 4.632 3.365  0.40
48 H -3.511 4.190 3.829  0.48
49 H -2.720 3.377 2.457  -0.10
50 H -1.189 4.208 5.773  0.43
51 H -1.371 2.590 6.484  0.48
52 H -2.786 3.607 6.207  0.41
53 H -3.154 1.096 3.509  -0.58
54 H -4.001 1.950 4.818  0.61
55 H -2.702 0.808 5.200  0.36
56 H -3.591 3.844 -1.794  0.35
57 H -1.966 5.114 -2.894  0.42
58 H -0.563 4.110 -3.340  0.26
59 H -0.399 5.272 -2.051  0.36
60 H -4.803 3.280 1.614  0.22
61 H -6.350 2.942 0.812  0.50
62 H -5.187 4.044 0.059  0.33
63 H -4.238 0.782 1.719  -0.13
64 H -4.391 -0.205 0.264  0.21
65 H -5.845 0.501 1.005  0.59
66 H -5.465 2.596 -2.020  0.35
67 H -6.413 1.340 -1.221  0.49
68 H -4.882 0.922 -2.015  0.34
69 H -0.652 -1.653 4.323  0.28
70 H -1.930 -2.279 5.387  0.56
71 H -2.248 -0.904 4.305  -0.05
72 H -0.351 -4.023 3.374  0.37
73 H -1.755 -4.922 2.776  0.35
74 H -1.602 -4.572 4.503  0.46
75 H -4.245 -2.149 3.334  0.23
76 H -3.908 -3.462 4.474  0.48
77 H -4.068 -3.813 2.753  0.36
78 F 3.281 -2.234 -7.124  -0.21
79 C 4.145 -1.472 -6.471  0.41
80 F 4.864 -2.219 -5.641  -0.15
81 F 4.941 -0.851 -7.321  -0.20
82 S 3.252 -0.255 -5.449  1.13
83 O 2.357 -1.080 -4.619  -0.86
84 O 4.237 0.486 -4.716  -0.68
85 N 2.434 0.580 -6.505  -0.76
86 S 1.044 1.086 -5.928  1.19
87 O 1.125 1.350 -4.483  -0.59
88 O 0.435 2.063 -6.761  -0.66
89 C -0.127 -0.376 -6.121  0.56
90 F 0.381 -1.252 -6.982  -0.24
91 F -1.267 0.109 -6.613  -0.24
92 F -0.386 -0.982 -4.977  -0.22
93 O 2.648 -1.105 -0.497  -0.71
94 C 1.887 -0.613 0.409  0.07
95 O 1.083 0.395 -0.097  -0.30
96 H 1.391 -1.308 1.090  0.48
97 F 4.718 2.053 -1.719  -0.23
98 B 3.528 1.978 -2.378  0.97
99 F 3.342 3.056 -3.175  -0.21
100 C 2.940 -3.840 -2.781  -0.66
101 N 4.082 -3.500 -1.947  0.55
102 C 4.476 -4.511 -0.980  -1.24
103 C 4.607 -2.256 -1.981  -0.01
104 O 4.068 -1.334 -2.607  0.83
105 N 5.775 -2.039 -1.269  0.08
106 C 6.061 -0.629 -1.011  -0.87
107 C 6.953 -2.804 -1.685  -1.14
108 H 3.200 -4.631 -3.489  0.34
109 H 2.613 -2.975 -3.340  -0.17
110 H 2.123 -4.193 -2.149  0.33
111 H 3.579 -4.900 -0.495  0.36
112 H 5.119 -4.076 -0.223  0.39
113 H 4.993 -5.346 -1.460  0.32
114 H 5.163 -0.127 -0.669  0.00
115 H 6.426 -0.111 -1.902  0.29
116 H 6.819 -0.574 -0.228  0.40
117 H 6.660 -3.752 -2.129  0.39
118 H 7.601 -3.007 -0.831  0.32
119 H 7.529 -2.245 -2.430  0.36

Its energy relative to the best compared isomer or geometry (same formula, charge and spin) is 3.700 eV. The calculation puts the HOMO energy at -7.30 eV.

=====

Record 2
This record from the Open Molecules 2025 dataset describes C35H52BFeN12SSi as an isolated structure. The level of theory is wB97M-V/def2-TZVPD.

Last column: Löwdin spin population.
Cartesian coordinates (Å):
1 Fe 0.016 -0.089 0.459  3.78
2 C -1.554 1.135 -2.492  0.00
3 C -2.309 1.422 -1.243  0.00
4 C -3.610 1.913 -1.069  0.00
5 C -3.786 1.956 0.298  0.00
6 N -2.652 1.538 0.886  0.00
7 N -1.763 1.199 -0.056  0.03
8 B -2.377 1.203 2.371  0.00
9 N -0.934 1.596 2.781  0.00
10 C -0.577 2.618 3.579  0.01
11 C 0.786 2.575 3.762  0.00
12 C 1.208 1.461 3.030  0.01
13 C 2.589 0.928 2.897  0.00
14 N 0.158 0.885 2.451  0.03
15 N -2.553 -0.317 2.480  0.00
16 C -3.491 -0.979 3.176  0.00
17 C -3.436 -2.304 2.811  0.00
18 C -2.419 -2.372 1.852  0.00
19 C -2.018 -3.582 1.087  0.00
20 N -1.886 -1.166 1.671  0.03
21 N -3.308 1.968 3.294  0.00
22 C -3.681 3.266 3.189  0.00
23 C -4.162 3.676 4.408  0.00
24 C -4.029 2.545 5.235  0.00
25 C -4.328 2.418 6.686  0.00
26 N -3.515 1.541 4.551  0.00
27 H -1.722 1.921 -3.225  0.00
28 H -1.880 0.186 -2.918  0.00
29 H -0.492 1.069 -2.253  0.00
30 H -4.309 2.191 -1.832  0.00
31 H -4.648 2.244 0.864  0.00
32 H -1.289 3.312 3.975  0.00
33 H 1.393 3.244 4.335  0.00
34 H 3.177 1.202 3.768  0.00
35 H 3.067 1.337 2.009  0.00
36 H 2.564 -0.153 2.794  0.00
37 H -4.108 -0.470 3.888  0.00
38 H -4.044 -3.109 3.171  0.00
39 H -2.615 -4.430 1.415  0.00
40 H -0.964 -3.806 1.230  0.00
41 H -2.189 -3.425 0.022  0.00
42 H -3.564 3.808 2.272  0.00
43 H -4.543 4.642 4.672  0.00
44 H -5.212 2.991 6.955  0.00
45 H -3.484 2.792 7.266  0.00
46 H -4.476 1.373 6.941  0.00
47 C 3.286 -2.187 0.490  0.02
48 C 3.384 -0.843 -0.164  0.00
49 C 4.560 -0.414 -0.755  0.00
50 C 4.568 0.835 -1.376  0.00
51 C 3.444 1.617 -1.351  0.00
52 C 2.290 1.155 -0.671  0.01
53 N 2.290 -0.094 -0.139  0.02
54 N 1.163 1.836 -0.487  0.05
55 Si 1.017 3.547 -0.575  0.01
56 C -0.579 4.148 0.272  0.00
57 C 2.455 4.412 0.362  0.00
58 C 0.999 4.271 -2.360  0.00
59 H 4.135 -2.365 1.148  0.00
60 H 3.272 -2.968 -0.272  0.01
61 H 2.357 -2.221 1.060  0.00
62 H 5.442 -1.035 -0.732  0.00
63 H 5.467 1.184 -1.866  0.00
64 H 3.412 2.579 -1.832  0.00
65 H -0.723 3.675 1.236  0.00
66 H -1.459 3.956 -0.331  0.00
67 H -0.527 5.219 0.439  0.00
68 H 2.553 4.010 1.366  0.00
69 H 2.280 5.480 0.451  0.00
70 H 3.410 4.276 -0.134  0.00
71 H 0.159 3.897 -2.938  0.00
72 H 1.902 4.029 -2.911  0.00
73 H 0.917 5.354 -2.336  0.00
74 C 1.852 0.307 -4.762  0.00
75 C 1.069 -1.000 -4.917  0.00
76 C -0.245 -0.744 -5.667  0.00
77 C 1.900 -2.033 -5.693  0.00
78 C 0.769 -1.547 -3.603  0.02
79 C 0.564 -1.976 -2.494  0.02
80 H 2.019 0.753 -5.739  0.00
81 H 2.815 0.125 -4.292  0.00
82 H 1.306 1.013 -4.143  0.00
83 H -0.026 -0.365 -6.663  0.00
84 H -0.850 -0.017 -5.133  0.00
85 H -0.818 -1.665 -5.761  0.00
86 H 2.188 -1.620 -6.657  0.00
87 H 1.322 -2.940 -5.867  0.00
88 H 2.799 -2.299 -5.140  0.00
89 C 1.447 -5.177 1.122  0.01
90 N 0.958 -5.183 -0.229  0.10
91 C 0.837 -6.479 -0.879  0.01
92 C 0.660 -6.107 -2.353  0.03
93 N 1.291 -4.793 -2.394  0.12
94 C 1.244 -4.201 -1.154  0.45
95 S 0.109 -2.676 -1.035  0.20
96 H 0.765 -5.745 1.756  0.00
97 H 1.500 -4.159 1.496  0.00
98 H 2.445 -5.631 1.195  0.00
99 H -0.017 -7.024 -0.466  0.00
100 H 1.747 -7.077 -0.723  0.00
101 H -0.405 -6.047 -2.612  0.01
102 H 1.155 -6.795 -3.040  0.00
103 H 1.100 -4.201 -3.190  0.00

As for the multiplicity: 6. As for the expectation value of S²: 8.76. The calculation puts the HOMO energy (alpha / beta) at -6.78 / -6.98 eV.